ORCA calculation (ωB97M-V/def2-TZVPD) on a molecular structure, C15H25ClINO2PYb in a non-equilibrium geometry.

Cartesian coordinates (Å):
C 6.06012 0.13324 -4.41234
C 4.60731 0.07782 -4.04986
H 6.14516 0.30492 -5.49163
H 6.53295 -0.81451 -4.13556
H 6.53947 0.94470 -3.85419
O 3.62942 0.22093 -4.73298
I 4.35028 -0.35538 -1.83452
Yb 1.59003 -0.11159 -0.67819
P 0.28357 -2.77322 -0.50527
C -1.07297 -3.75854 -1.23555
C 1.63992 -3.34055 -1.61526
H 1.35864 -3.46055 1.56205
H 0.68105 -4.88177 0.67010
H -0.41029 -3.79631 1.56549
C 0.51433 -3.84074 0.97194
H 2.62564 -2.95677 -1.30744
H 1.66444 -4.43651 -1.56578
H -0.76957 -4.81172 -1.29997
H -1.32523 -3.39417 -2.23790
H 1.45049 -3.04779 -2.66196
H -1.95379 -3.68733 -0.58565
C -1.03012 0.35086 -0.81065
O -2.06395 -0.06926 -1.20389
Cl 2.45700 -0.96128 1.40679
C -3.94338 2.15359 2.02237
N -2.86806 1.52312 2.82182
C -3.42567 0.55769 3.79961
C -1.78562 0.90248 1.96845
C -1.12381 1.94058 1.10101
C -1.06522 3.29190 1.46559
C -0.35197 4.18986 0.66651
C 0.40013 3.75479 -0.42207
C 0.29830 2.42943 -0.86566
C -0.56630 1.57550 -0.16186
H -4.42473 1.40158 1.40261
H -3.54458 2.94565 1.39565
H -4.66369 2.57354 2.72433
H -2.41535 2.25850 3.37604
H -3.94057 -0.23477 3.25796
H -2.61024 0.13967 4.39657
H -4.12276 1.09808 4.44659
H -1.06268 0.42604 2.65675
H -2.25315 0.09172 1.39828
H -1.58748 3.67982 2.34366
H -0.37833 5.25053 0.92827
H 1.06476 4.44556 -0.93608
H 0.86650 2.07067 -1.74420

## Properties
Energy relative to the best compared isomer or geometry (same formula, charge and spin) in eV: 0.460
LUMO energy (alpha / beta) in eV: -6.6 / -7.1
Charge: +2
Maximum force in eV/Å: 3.28
Spin multiplicity: 2
Expectation value of S²: 0.7559
Kohn-Sham gap (alpha / beta) in eV: 7.03 / 6.82
Electronic energy in Eh: -3049.18617